This record from the Open Molecules 2025 dataset describes a cluster of 11 separate species, C10H40N20O14S in total. The level of theory is ωB97M-V/def2-TZVPD.

Calculated values
net charge = -2
HOMO energy = -5.168 eV
energy = -80334.0120 eV
spin multiplicity = 1

Last column: Löwdin charge in e.
Positions of all 85 atoms, in Å:
S: -0.071 0.356 0.126  0.3320
O: -0.916 1.531 0.150  -0.3776
O: -3.998 -2.969 2.359  0.0492
O: -0.630 4.120 -4.115  0.0282
O: -0.494 -5.156 -2.952  0.0013
O: -0.256 -1.998 -4.861  -0.0017
O: 1.385 -4.492 1.720  0.0054
O: -2.191 2.097 4.838  0.0143
O: -0.892 -0.853 -0.075  -0.3770
O: -4.975 1.270 -2.474  -0.0339
O: 5.307 0.351 -1.842  -0.0002
O: 0.658 0.228 1.406  -0.3994
O: 4.620 0.809 4.093  0.0449
O: 1.909 5.140 1.052  0.0592
O: 0.864 0.467 -0.979  -0.3701
N: 0.812 -0.706 -3.397  0.1583
N: 3.330 -0.087 2.462  0.1820
N: -0.816 0.884 3.576  0.1577
N: -2.841 -1.085 1.970  0.1740
N: -3.663 0.010 -1.086  0.1907
N: 0.532 -2.499 2.320  0.1889
N: 3.273 -0.461 -1.659  0.1565
N: -2.844 -2.660 0.480  0.1502
N: -1.887 2.575 2.656  0.1859
N: 1.494 2.986 1.648  0.1781
N: 0.367 2.216 -3.398  0.1836
N: 0.072 4.039 0.525  0.1309
N: -1.117 -1.617 -2.828  0.1698
N: -3.531 2.251 -1.118  0.1584
N: -0.572 -3.942 -1.084  0.1815
N: 3.442 1.672 -1.730  0.1890
N: 0.218 -5.961 -0.990  0.1689
N: 2.095 -2.500 0.804  0.1723
N: 2.520 1.306 3.764  0.1527
N: -0.917 3.336 -2.114  0.1688
C: -0.201 -1.507 -3.724  -0.7244
C: -4.043 1.151 -1.641  -0.7044
C: -3.354 -2.258 1.662  -0.7657
C: -0.325 -5.041 -1.735  -0.7703
C: 1.323 -3.275 1.573  -0.7250
C: -1.689 1.894 3.754  -0.7558
C: -0.419 3.277 -3.272  -0.7963
C: 3.607 0.705 3.466  -0.8209
C: 1.214 4.190 1.182  -0.7474
C: 4.106 0.544 -1.734  -0.7702
H: 0.939 -0.264 -2.495  0.0171
H: 3.002 -2.835 0.518  0.1133
H: -1.934 -2.194 -2.964  0.1306
H: 0.879 2.212 1.434  0.0415
H: 2.333 -0.136 -1.462  0.0172
H: 3.900 2.511 -2.051  0.1237
H: 2.419 2.773 1.991  0.1034
H: 1.000 2.204 -4.184  0.1173
H: 3.984 -0.742 2.063  0.1113
H: 0.615 -5.523 -0.170  0.0747
H: -2.730 2.208 -0.505  0.0613
H: -0.963 -3.139 -1.559  0.0604
H: -2.910 -3.604 0.133  0.1029
H: 0.483 -6.830 -1.425  0.1145
H: 1.747 -1.627 0.439  0.0622
H: -2.158 -2.007 0.115  0.0187
H: 0.007 -2.974 3.039  0.1224
H: -3.422 -0.469 2.519  0.1191
H: -0.335 -3.874 -0.106  0.0813
H: 0.402 -1.527 2.077  0.0493
H: -0.527 4.753 0.141  0.1030
H: 2.365 -0.168 2.170  0.0495
H: 0.386 1.456 -2.734  0.0464
H: -1.119 -1.019 -2.015  0.0629
H: -0.290 0.591 4.386  0.1071
H: -3.882 3.112 -1.508  0.1139
H: -0.387 0.695 2.673  0.0201
H: 3.435 -1.454 -1.627  0.1171
H: 1.607 1.286 3.338  0.0624
H: -1.488 2.285 1.777  0.0416
H: 2.632 1.930 4.550  0.1294
H: -1.726 3.931 -2.223  0.1264
H: -2.857 0.114 -0.486  0.0487
H: 2.442 1.566 -1.660  0.0646
H: 1.581 -0.714 -4.049  0.1180
H: -0.829 2.463 -1.609  0.0675
H: -2.159 -0.676 1.350  0.0370
H: -2.744 3.097 2.551  0.1160
H: -3.979 -0.919 -1.315  0.1117
H: -0.228 3.171 0.105  0.0220


This record from the Open Molecules 2025 dataset describes the molecule C18H13FN2O3S. The level of theory is ωB97M-V/def2-TZVPD.

Calculated values
HOMO energy = -7.688 eV
energy = -41548.7102 eV
spin multiplicity = 1
SMILES = COc1cc2[nH]c(/C=C3\OC(=O)c4c3cc(C)[nH]c4=S)cc2cc1F

Last column: Löwdin charge in e.
Positions of all 38 atoms, in Å:
S: 3.763 5.459 -1.988  0.7237
F: -2.565 -5.593 -2.151  0.0544
O: 3.040 2.574 -3.234  0.1223
O: -3.167 -5.508 0.693  -0.0783
O: 1.918 1.291 -1.758  0.1363
N: -0.536 -1.644 0.872  0.0757
N: 2.559 5.398 0.276  0.0906
C: 0.142 -1.397 -1.263  0.0814
C: -1.677 -3.718 0.918  0.0664
C: 2.788 4.702 -0.933  -0.7111
C: 1.866 2.715 -0.082  -0.1297
C: 2.586 2.353 -2.128  -0.4691
C: -4.451 -5.918 0.011  -0.0065
C: 1.348 1.475 -0.451  -0.0992
C: 0.068 -0.739 -0.016  -0.2173
C: -0.871 -2.851 0.276  -0.2708
C: -0.589 -2.727 -1.084  -0.0996
C: -2.031 -4.654 -1.335  -0.2175
C: -2.384 -4.632 0.055  -0.2134
C: 1.531 5.563 2.540  -0.0382
C: 1.577 3.385 1.190  0.0523
C: 1.935 4.757 1.331  -0.2399
C: -1.160 -3.785 -1.893  0.0525
C: 2.620 3.316 -1.051  -0.1226
C: 0.547 0.611 0.388  0.1243
H: -4.952 -4.941 -0.077  0.0964
H: -1.731 -3.644 2.007  0.1322
H: 0.417 0.962 1.399  0.0959
H: 2.329 6.088 3.114  0.0924
H: -1.003 -3.895 -2.957  0.1245
H: 0.798 6.313 2.154  0.0993
H: 0.965 5.051 3.342  0.0837
H: -4.529 -6.426 -0.986  0.0952
H: -4.899 -6.602 0.703  0.0735
H: 1.028 2.956 2.042  0.1052
H: 3.002 6.191 0.414  0.0599
H: 0.531 -1.092 -2.200  0.0911
H: -0.814 -1.393 1.863  0.1842